{
  "formula": "H28NO17",
  "method": "wB97M-V/def2-TZVPD",
  "max_force_ev_per_a": 1.47,
  "charge": -1,
  "gap_ev": 10.16,
  "e_above_lowest_kj_mol": 0.0,
  "symbols": ["N", "O", "O", "O", "O", "H", "H", "O", "H", "H", "O", "H", "H", "O", "H", "H", "O", "H", "H", "O", "H", "H", "O", "H", "H", "O", "H", "H", "O", "H", "H", "O", "H", "H", "O", "H", "H", "O", "H", "H", "O", "H", "H", "O", "H", "H"],
  "positions_angstrom": [[0.146, 0.135, -0.221], [-0.719, 0.356, -1.092], [1.374, 0.301, -0.399], [-0.264, -0.372, 0.861], [-1.627, -2.624, -1.236], [-2.227, -2.484, -1.973], [-1.376, -1.734, -0.955], [0.026, -2.930, 1.993], [0.135, -2.387, 1.204], [0.924, -3.105, 2.281], [-0.886, 3.274, -0.559], [-0.253, 2.914, -1.199], [-0.344, 3.745, 0.082], [1.565, 2.223, -3.135], [2.233, 1.576, -2.888], [0.742, 1.719, -3.149], [4.013, -0.392, 1.339], [4.726, -0.701, 0.768], [3.559, 0.288, 0.819], [0.122, -0.009, -4.326], [0.042, 0.293, -5.236], [-0.760, 0.116, -3.952], [1.826, 1.986, 1.875], [1.815, 1.669, 2.785], [1.529, 1.227, 1.347], [-2.678, 1.394, -2.758], [-1.924, 1.001, -2.304], [-3.375, 1.312, -2.086], [2.359, -2.574, 0.612], [3.044, -3.056, 1.083], [2.608, -1.635, 0.706], [-3.491, 1.536, -0.123], [-2.572, 1.841, -0.100], [-3.502, 0.761, 0.460], [-2.980, -0.556, 1.627], [-2.053, -0.403, 1.364], [-3.005, -1.482, 1.888], [1.597, -1.687, -2.489], [1.105, -1.029, -3.004], [1.692, -1.290, -1.611], [-1.042, 1.653, 3.513], [-1.295, 2.348, 2.898], [-0.620, 0.981, 2.963], [-0.429, -1.313, 4.232], [0.387, -1.210, 4.730], [-0.146, -1.678, 3.366]],
  "lowdin_charge": [-0.49, -0.02, -0.03, -0.04, -0.05, 0.03, -0.01, -0.07, 0.01, 0.03, -0.04, 0.03, 0.04, -0.07, 0.03, -0.01, -0.05, 0.05, 0.03, -0.04, 0.07, 0.04, -0.06, 0.04, -0.02, -0.08, -0.04, 0.01, -0.05, 0.04, 0.00, -0.07, 0.00, 0.00, -0.06, 0.00, 0.06, -0.07, -0.02, -0.02, -0.06, 0.03, -0.01, -0.07, 0.03, -0.01]
}

{
  "formula": "H28O14",
  "method": "wB97M-V/def2-TZVPD",
  "max_force_ev_per_a": 8.87,
  "gap_ev": 9.95,
  "e_above_lowest_kj_mol": 507.1,
  "symbols": ["O", "H", "H", "O", "H", "H", "O", "H", "H", "O", "H", "H", "O", "H", "H", "O", "H", "H", "O", "H", "H", "O", "H", "H", "O", "H", "H", "O", "H", "H", "O", "H", "H", "O", "H", "H", "O", "H", "H", "O", "H", "H"],
  "positions_angstrom": [[-3.021, 0.345, 3.775], [-3.696, 0.956, 3.461], [-3.366, -0.554, 3.532], [-1.040, -1.618, 3.835], [-1.427, -0.884, 4.059], [-0.844, -1.509, 2.838], [0.681, 0.777, -1.081], [1.247, 0.092, -0.795], [1.132, 1.035, -1.945], [-1.788, -2.085, -1.112], [-0.850, -1.795, -1.097], [-1.987, -1.788, -2.003], [3.011, -1.969, -0.291], [2.983, -1.989, 0.618], [3.042, -2.912, -0.716], [2.205, 2.537, 0.373], [2.893, 1.859, 0.659], [1.373, 2.211, 0.218], [0.761, -3.158, 0.626], [1.172, -3.538, -0.115], [0.852, -2.109, 0.684], [1.008, -3.166, -2.256], [0.131, -3.069, -2.223], [1.238, -3.836, -2.739], [2.243, 1.017, -3.356], [2.668, 0.348, -3.895], [2.895, 1.855, -3.384], [2.802, 0.314, 1.620], [2.710, -0.549, 1.323], [2.503, 0.462, 2.501], [-3.298, 2.578, 0.929], [-3.812, 1.789, 0.588], [-2.844, 3.108, 0.305], [1.106, 4.572, 1.666], [1.971, 4.665, 1.178], [1.211, 3.600, 1.566], [-2.441, 0.669, -0.694], [-2.148, -0.115, -0.474], [-1.663, 1.060, -1.044], [-2.410, -0.480, -3.569], [-2.853, 0.059, -2.908], [-3.088, -1.126, -3.921]],
  "lowdin_charge": [-0.07, 0.04, 0.07, -0.02, -0.12, 0.09, -0.05, -0.01, 0.05, -0.05, 0.03, 0.00, -0.06, -0.04, 0.12, -0.08, 0.07, -0.04, -0.08, -0.04, 0.10, 0.09, -0.03, -0.03, -0.09, 0.04, 0.15, 0.02, -0.03, 0.07, -0.08, 0.06, 0.00, -0.12, 0.04, 0.00, 0.02, -0.08, 0.02, -0.07, 0.02, 0.08]
}

{
  "formula": "H28O14",
  "method": "wB97M-V/def2-TZVPD",
  "max_force_ev_per_a": 2.90,
  "gap_ev": 9.69,
  "e_above_lowest_kj_mol": 256.1,
  "symbols": ["O", "H", "H", "O", "H", "H", "O", "H", "H", "O", "H", "H", "O", "H", "H", "O", "H", "H", "O", "H", "H", "O", "H", "H", "O", "H", "H", "O", "H", "H", "O", "H", "H", "O", "H", "H", "O", "H", "H", "O", "H", "H"],
  "positions_angstrom": [[-0.194, -0.181, -0.388], [0.675, 0.211, -0.207], [-0.751, 0.056, 0.374], [-3.321, -0.534, 0.834], [-3.838, 0.254, 1.002], [-3.991, -1.199, 0.781], [4.263, -0.760, 0.712], [3.427, -0.879, 0.232], [4.984, -0.779, 0.055], [-2.545, 1.253, -1.172], [-2.977, 0.779, -0.427], [-2.173, 0.555, -1.690], [3.667, 0.480, -1.973], [4.144, -0.084, -2.574], [3.034, -0.114, -1.561], [-1.823, -1.355, 2.915], [-2.148, -1.026, 2.063], [-2.690, -1.379, 3.323], [0.000, 2.857, -1.119], [-0.657, 3.588, -1.144], [-0.599, 2.056, -1.101], [-0.839, 1.177, 1.955], [-0.961, 0.795, 2.823], [-0.263, 1.903, 2.142], [-2.103, 3.371, 1.183], [-1.650, 3.987, 1.714], [-1.681, 2.501, 1.336], [0.430, 0.626, -3.020], [0.426, 0.337, -2.099], [-0.380, 0.325, -3.402], [0.699, -2.785, 1.072], [1.517, -2.764, 1.611], [0.607, -2.048, 0.508], [2.169, -1.785, -1.161], [2.779, -2.499, -1.197], [1.389, -2.060, -1.575], [-1.397, -2.706, -0.991], [-1.256, -1.768, -1.068], [-2.282, -2.941, -1.209], [1.980, 0.671, 0.480], [2.574, 1.403, 0.579], [1.756, 0.459, 1.387]],
  "lowdin_charge": [-0.10, -0.02, 0.03, -0.01, 0.08, 0.08, -0.08, -0.03, 0.05, -0.04, 0.01, 0.01, -0.05, 0.03, -0.04, -0.06, -0.02, 0.03, -0.10, 0.05, 0.00, -0.03, 0.07, 0.07, -0.06, 0.01, -0.02, -0.03, -0.02, 0.02, -0.05, 0.06, -0.06, -0.01, 0.07, 0.03, -0.02, -0.02, 0.02, -0.02, 0.09, 0.08]
}

{
  "formula": "H28O14",
  "method": "wB97M-V/def2-TZVPD",
  "max_force_ev_per_a": 2.85,
  "gap_ev": 9.25,
  "e_above_lowest_kj_mol": 180.2,
  "symbols": ["O", "H", "H", "O", "H", "H", "O", "H", "H", "O", "H", "H", "O", "H", "H", "O", "H", "H", "O", "H", "H", "O", "H", "H", "O", "H", "H", "O", "H", "H", "O", "H", "H", "O", "H", "H", "O", "H", "H", "O", "H", "H"],
  "positions_angstrom": [[-2.797, 0.485, 0.342], [-3.237, 0.043, -0.350], [-3.492, 0.624, 0.964], [2.584, -0.787, 2.826], [2.642, -0.060, 2.254], [3.187, -1.447, 2.439], [3.046, 1.975, 1.976], [2.469, 2.131, 1.242], [2.578, 2.013, 2.801], [1.315, 1.180, -2.851], [1.231, 1.364, -1.933], [0.896, 1.872, -3.279], [1.851, 2.626, -0.427], [0.994, 3.009, -0.572], [2.493, 3.324, -0.488], [-3.110, -3.186, -0.286], [-2.937, -4.055, 0.074], [-2.255, -2.762, -0.124], [-1.627, 0.486, -2.884], [-0.965, 1.045, -2.428], [-1.323, 0.472, -3.786], [-0.580, -4.426, 0.961], [-0.200, -3.566, 0.731], [-0.101, -4.721, 1.732], [2.851, -0.438, -0.244], [3.434, 0.275, -0.431], [1.935, -0.178, -0.364], [0.297, 0.032, -0.265], [0.204, 0.469, 0.599], [-0.265, -0.681, -0.040], [-1.316, -1.587, 1.099], [-0.888, -1.476, 1.988], [-1.844, -0.769, 1.011], [-0.901, 2.456, -1.038], [-1.554, 2.891, -0.513], [-0.962, 1.646, -0.519], [-0.970, -1.985, -1.966], [-1.103, -1.031, -2.171], [-0.008, -2.013, -2.009], [-0.266, 1.249, 2.031], [-1.215, 1.309, 1.928], [-0.092, 2.194, 1.970]],
  "lowdin_charge": [0.02, 0.07, 0.08, -0.06, -0.06, 0.05, -0.04, -0.04, 0.04, 0.00, -0.04, 0.00, -0.03, 0.02, 0.08, -0.08, 0.02, -0.04, -0.05, 0.00, 0.06, -0.04, 0.03, 0.03, -0.05, 0.02, -0.04, -0.07, 0.01, -0.01, -0.08, 0.11, 0.00, -0.04, 0.05, 0.00, -0.06, -0.01, 0.05, -0.01, 0.04, 0.07]
}

{
  "formula": "H28O14",
  "method": "wB97M-V/def2-TZVPD",
  "max_force_ev_per_a": 3.36,
  "gap_ev": 9.66,
  "e_above_lowest_kj_mol": 484.0,
  "symbols": ["H", "H", "H", "H", "H", "H", "H", "H", "H", "H", "H", "H", "H", "H", "H", "H", "H", "H", "H", "H", "H", "H", "H", "H", "H", "H", "H", "H", "O", "O", "O", "O", "O", "O", "O", "O", "O", "O", "O", "O", "O", "O"],
  "positions_angstrom": [[-0.498, -0.299, 0.519], [-0.270, 0.092, -0.932], [0.966, 2.115, 2.379], [2.159, 1.306, 1.898], [1.619, 1.966, 0.053], [1.701, 0.450, 0.121], [2.042, -1.438, 2.286], [3.353, -0.762, 1.922], [4.258, 0.215, -2.842], [2.765, 0.219, -2.559], [0.085, 0.034, -3.983], [-0.467, -0.283, -2.603], [2.218, 3.992, -4.143], [1.360, 2.747, -3.995], [-1.307, 3.260, 0.621], [-2.580, 3.002, 1.411], [-1.825, -1.789, -0.863], [-1.721, -2.182, -2.328], [-2.254, -0.054, 0.057], [-2.916, 0.534, 1.293], [-1.042, -3.107, 1.024], [-2.143, -4.154, 0.983], [0.767, -2.433, -3.407], [1.029, -3.059, -4.767], [-2.507, 1.600, 3.671], [-1.344, 0.894, 4.349], [-2.255, -0.810, 3.971], [-1.731, -0.372, 5.328], [-0.426, 0.469, -0.059], [1.196, 1.297, 1.925], [1.602, 1.179, -0.502], [2.991, -1.485, 2.446], [3.420, -0.120, -3.179], [0.177, 0.274, -3.054], [2.191, 3.136, -3.702], [-1.683, 2.671, 1.285], [-1.342, -2.370, -1.461], [-3.034, -0.143, 0.617], [-1.188, -4.052, 0.904], [0.567, -2.326, -4.344], [-1.860, 1.708, 4.377], [-2.544, -0.448, 4.816]],
  "lowdin_charge": [0.05, 0.02, 0.07, 0.05, 0.04, 0.02, 0.02, 0.02, 0.03, -0.01, 0.05, 0.00, 0.03, 0.02, 0.05, 0.05, 0.01, 0.05, -0.02, 0.01, 0.01, 0.04, 0.03, 0.05, 0.02, 0.00, 0.05, 0.05, -0.08, -0.06, -0.08, -0.05, -0.07, -0.04, -0.06, -0.05, -0.04, -0.06, -0.05, -0.06, -0.08, -0.06]
}

{
  "formula": "H28O14",
  "method": "wB97M-V/def2-TZVPD",
  "max_force_ev_per_a": 0.33,
  "gap_ev": 10.86,
  "e_above_lowest_kj_mol": 285.4,
  "symbols": ["O", "H", "H", "O", "H", "H", "O", "H", "H", "O", "H", "H", "O", "H", "H", "O", "H", "H", "O", "H", "H", "O", "H", "H", "O", "H", "H", "O", "H", "H", "O", "H", "H", "O", "H", "H", "O", "H", "H", "O", "H", "H"],
  "positions_angstrom": [[-3.222, -3.090, 0.889], [-3.432, -4.023, 0.924], [-3.705, -2.764, 0.129], [-1.802, -1.371, -5.171], [-1.237, -1.678, -5.880], [-1.360, -1.655, -4.371], [2.257, 4.561, 3.026], [2.091, 3.715, 3.441], [1.453, 5.061, 3.169], [-0.407, 0.624, -0.147], [0.453, 0.766, 0.247], [-0.643, -0.268, 0.108], [-4.783, -0.677, 4.481], [-5.618, -1.145, 4.516], [-4.424, -0.892, 3.620], [-3.871, 4.113, -0.309], [-2.960, 3.900, -0.510], [-4.184, 4.583, -1.082], [5.135, 0.059, 1.358], [5.894, 0.566, 1.070], [5.395, -0.303, 2.205], [1.524, 2.082, -4.610], [0.631, 1.830, -4.844], [1.996, 1.252, -4.533], [0.832, 0.821, 5.226], [1.164, 0.651, 6.108], [-0.120, 0.822, 5.325], [1.019, -3.358, 2.926], [0.881, -2.544, 3.410], [0.140, -3.714, 2.799], [3.823, 4.156, -1.372], [3.239, 3.662, -1.947], [3.434, 4.067, -0.502], [-5.617, -0.334, -1.746], [-4.695, -0.082, -1.690], [-5.965, 0.187, -2.469], [4.099, -1.463, -2.836], [3.284, -1.961, -2.905], [4.177, -1.258, -1.905], [1.460, -4.806, -2.304], [1.369, -4.860, -1.353], [2.297, -5.230, -2.490]],
  "lowdin_charge": [-0.05, 0.03, 0.03, -0.05, 0.03, 0.03, -0.05, 0.02, 0.03, -0.05, 0.03, 0.02, -0.05, 0.03, 0.02, -0.05, 0.03, 0.03, -0.06, 0.03, 0.03, -0.05, 0.03, 0.02, -0.05, 0.03, 0.03, -0.05, 0.03, 0.03, -0.05, 0.02, 0.02, -0.06, 0.03, 0.03, -0.05, 0.02, 0.03, -0.06, 0.03, 0.03]
}

Repeat the second record exactly.
{
  "formula": "H28O14",
  "method": "wB97M-V/def2-TZVPD",
  "max_force_ev_per_a": 8.87,
  "gap_ev": 9.95,
  "e_above_lowest_kj_mol": 507.1,
  "symbols": ["O", "H", "H", "O", "H", "H", "O", "H", "H", "O", "H", "H", "O", "H", "H", "O", "H", "H", "O", "H", "H", "O", "H", "H", "O", "H", "H", "O", "H", "H", "O", "H", "H", "O", "H", "H", "O", "H", "H", "O", "H", "H"],
  "positions_angstrom": [[-3.021, 0.345, 3.775], [-3.696, 0.956, 3.461], [-3.366, -0.554, 3.532], [-1.040, -1.618, 3.835], [-1.427, -0.884, 4.059], [-0.844, -1.509, 2.838], [0.681, 0.777, -1.081], [1.247, 0.092, -0.795], [1.132, 1.035, -1.945], [-1.788, -2.085, -1.112], [-0.850, -1.795, -1.097], [-1.987, -1.788, -2.003], [3.011, -1.969, -0.291], [2.983, -1.989, 0.618], [3.042, -2.912, -0.716], [2.205, 2.537, 0.373], [2.893, 1.859, 0.659], [1.373, 2.211, 0.218], [0.761, -3.158, 0.626], [1.172, -3.538, -0.115], [0.852, -2.109, 0.684], [1.008, -3.166, -2.256], [0.131, -3.069, -2.223], [1.238, -3.836, -2.739], [2.243, 1.017, -3.356], [2.668, 0.348, -3.895], [2.895, 1.855, -3.384], [2.802, 0.314, 1.620], [2.710, -0.549, 1.323], [2.503, 0.462, 2.501], [-3.298, 2.578, 0.929], [-3.812, 1.789, 0.588], [-2.844, 3.108, 0.305], [1.106, 4.572, 1.666], [1.971, 4.665, 1.178], [1.211, 3.600, 1.566], [-2.441, 0.669, -0.694], [-2.148, -0.115, -0.474], [-1.663, 1.060, -1.044], [-2.410, -0.480, -3.569], [-2.853, 0.059, -2.908], [-3.088, -1.126, -3.921]],
  "lowdin_charge": [-0.07, 0.04, 0.07, -0.02, -0.12, 0.09, -0.05, -0.01, 0.05, -0.05, 0.03, 0.00, -0.06, -0.04, 0.12, -0.08, 0.07, -0.04, -0.08, -0.04, 0.10, 0.09, -0.03, -0.03, -0.09, 0.04, 0.15, 0.02, -0.03, 0.07, -0.08, 0.06, 0.00, -0.12, 0.04, 0.00, 0.02, -0.08, 0.02, -0.07, 0.02, 0.08]
}